Entry 1:
{"formula": "H5P3", "method": "ωB97M-V/def2-TZVPD", "total_energy_ha": -1026.92390, "e_homo_ha": -0.332, "total_charge": 0, "multiplicity": 1, "elements": ["P", "P", "P", "H", "H", "H", "H", "H"], "coordinates": [[0.610454, 0.633517, 1.539969], [-1.570016, 0.114885, -0.602195], [0.587059, -0.247783, -0.461177], [-0.536618, -0.130929, 1.770877], [1.243749, -0.324854, 2.302799], [-1.808143, 0.645192, -1.938124], [-1.958377, -1.077584, -1.264094], [0.605210, 1.657008, -1.195068]], "forces_ev_per_a": [[-0.68, 0.50, 0.40], [-1.46, 0.02, -1.31], [0.56, 3.37, -2.04], [-0.61, 0.25, 0.47], [1.05, -0.67, 0.08], [0.70, 0.24, 0.77], [0.11, -0.50, 0.59], [0.33, -3.21, 1.05]], "mulliken_charge": [-0.068, -0.176, -0.039, 0.040, 0.062, 0.096, 0.066, 0.019]}


Entry 2:
{"formula": "C40H63BGeN5P3Pt", "method": "ωB97M-V/def2-TZVPD", "total_energy_ha": -5080.85158, "e_homo_ha": [-0.376, -0.376], "total_charge": 1, "multiplicity": 2, "s2": 0.75, "elements": ["Pt", "C", "C", "C", "P", "C", "N", "Ge", "N", "C", "P", "C", "C", "C", "C", "C", "C", "C", "C", "C", "C", "C", "C", "N", "C", "C", "C", "C", "C", "C", "C", "C", "C", "C", "C", "C", "N", "C", "P", "C", "C", "C", "C", "C", "C", "C", "C", "C", "H", "H", "H", "H", "H", "H", "H", "H", "H", "H", "H", "H", "H", "H", "H", "H", "H", "H", "H", "H", "H", "H", "H", "H", "H", "H", "H", "H", "H", "H", "H", "H", "H", "H", "H", "H", "H", "H", "H", "H", "H", "H", "H", "H", "H", "H", "H", "H", "H", "H", "H", "H", "H", "H", "H", "H", "H", "H", "H", "H", "B", "C", "N", "H", "H", "H"], "coordinates": [[0.046813, 0.328152, 0.024758], [-4.214097, -0.877258, -2.641906], [-2.784189, -0.342666, -2.506945], [-2.716110, 1.075924, -3.055255], [-2.153882, -0.467849, -0.775685], [-3.475790, 0.430358, 0.137868], [-3.021470, 1.164513, 1.285459], [-1.302743, 1.884865, 1.367082], [-1.437708, 3.365908, 0.221383], [-0.845665, 3.381247, -1.093121], [0.639378, 2.315975, -1.126825], [1.157805, 2.063632, -2.898174], [0.486272, 3.059483, -3.854247], [1.071019, 0.626718, -3.420878], [1.972119, 3.431135, -0.508307], [2.288527, 4.583017, -1.469023], [1.664771, 3.996653, 0.872912], [-2.569974, 4.153680, 0.416273], [-3.143723, 4.975335, -0.553854], [-4.316028, 5.670463, -0.274666], [-4.948979, 5.545967, 0.950958], [-4.384421, 4.729764, 1.924934], [-3.204814, 4.070594, 1.660962], [-2.531293, 3.228966, 2.638845], [-3.421233, 2.284761, 3.298823], [-3.920732, 2.417645, 4.573988], [-4.842944, 1.479641, 5.032438], [-5.248877, 0.453054, 4.195122], [-4.707361, 0.300694, 2.921207], [-3.745696, 1.199073, 2.477773], [-1.628279, 3.920870, 3.520305], [-1.886668, 5.114298, 4.156157], [-0.940210, 5.634142, 5.032938], [0.234623, 4.934646, 5.253566], [0.500874, 3.741734, 4.588240], [-0.430771, 3.228163, 3.687298], [-0.241423, 2.081104, 2.901255], [1.017834, 1.419022, 3.117288], [1.285157, 0.046338, 1.970301], [0.641017, -1.443016, 2.827353], [-0.821370, -1.231674, 3.222270], [1.465844, -1.882482, 4.036899], [3.106413, -0.184180, 1.841974], [3.856112, 0.153907, 3.136318], [3.716733, 0.605040, 0.688267], [-2.448495, -2.303177, -0.457060], [-1.181958, -3.114981, -0.226160], [-3.477483, -2.582102, 0.641649], [-4.475696, -0.926217, -3.699815], [-4.931362, -0.210885, -2.160972], [-4.345602, -1.876373, -2.229082], [-2.107721, -0.983768, -3.083600], [-3.385216, 1.747193, -2.510613], [-3.026879, 1.084626, -4.101312], [-1.711760, 1.476679, -3.002093], [-4.245797, -0.294159, 0.385358], [-3.920523, 1.126025, -0.585030], [-0.538510, 4.395518, -1.369463], [-1.531106, 3.033857, -1.873868], [2.222651, 2.305507, -2.856483], [-0.556375, 2.808298, -4.038576], [1.003117, 3.018685, -4.814064], [0.530577, 4.088914, -3.501590], [0.103960, 0.162797, -3.240918], [1.820280, -0.010641, -2.962194], [1.248178, 0.630668, -4.497512], [2.848196, 2.783323, -0.452556], [1.431681, 5.244124, -1.606487], [2.633714, 4.252522, -2.445985], [3.085929, 5.184232, -1.029236], [0.867866, 4.740840, 0.824447], [2.554534, 4.482697, 1.277588], [1.343429, 3.229430, 1.565477], [-2.688958, 5.073731, -1.530055], [-4.743059, 6.307683, -1.038032], [-5.869666, 6.075025, 1.152243], [-4.869229, 4.596987, 2.884861], [-3.613902, 3.247980, 5.197240], [-5.252788, 1.567874, 6.028659], [-5.992294, -0.254870, 4.537439], [-5.031383, -0.523668, 2.299989], [-2.814877, 5.639252, 3.970351], [-1.128417, 6.568634, 5.542126], [0.966690, 5.320274, 5.950877], [1.432708, 3.228206, 4.776136], [1.089044, 1.021084, 4.137461], [1.868809, 2.100085, 2.995430], [0.710472, -2.228384, 2.070917], [-0.915696, -0.473928, 4.003798], [-1.238421, -2.164517, 3.605315], [-1.432824, -0.911150, 2.378442], [1.521251, -1.105411, 4.801531], [2.476416, -2.181301, 3.764274], [0.979974, -2.747396, 4.491361], [3.213598, -1.252120, 1.623031], [3.900555, 1.233189, 3.289525], [4.883658, -0.200550, 3.046368], [3.427628, -0.300126, 4.026441], [3.673643, 1.672549, 0.911203], [3.215118, 0.410576, -0.257202], [4.767357, 0.333654, 0.578364], [-2.865770, -2.655207, -1.402452], [-0.646978, -2.771179, 0.651669], [-0.502353, -3.068510, -1.070590], [-1.451565, -4.160924, -0.070883], [-3.223042, -2.099504, 1.584866], [-3.514022, -3.657740, 0.819313], [-4.485323, -2.272617, 0.362846], [2.894369, -3.020297, -1.941970], [1.973538, -1.939661, -1.285128], [1.287641, -1.141963, -0.803497], [4.037677, -2.640098, -1.813885], [2.537773, -3.111480, -3.097419], [2.697751, -4.048223, -1.326770]], "forces_ev_per_a": [[-0.59, -0.13, 0.16], [-0.02, -0.02, -0.05], [0.01, -0.03, -0.06], [-0.09, -0.06, -0.06], [0.20, -0.22, -0.03], [-0.11, 0.30, -0.09], [-0.18, -0.84, 0.48], [0.06, 0.29, -0.58], [0.10, 0.36, -0.03], [-0.07, 0.04, -0.02], [0.11, -0.06, -0.05], [-0.08, -0.10, -0.04], [0.08, 0.01, 0.03], [0.01, 0.06, 0.00], [0.00, 0.05, -0.02], [0.05, 0.00, 0.01], [0.00, 0.08, -0.02], [-0.01, -0.10, -0.11], [-0.03, 0.01, 0.00], [0.02, -0.02, 0.00], [0.02, -0.01, -0.01], [-0.06, 0.06, -0.02], [0.11, -0.14, 0.11], [-0.36, 0.31, 0.16], [0.13, 0.10, -0.16], [-0.08, 0.01, 0.02], [0.02, 0.01, -0.03], [0.00, 0.00, -0.02], [0.02, -0.06, 0.05], [0.04, 0.11, -0.18], [0.02, -0.24, -0.16], [-0.01, 0.05, 0.03], [0.01, -0.05, -0.02], [-0.02, 0.00, 0.00], [0.00, -0.01, -0.04], [0.17, -0.01, 0.02], [0.11, 0.10, 0.62], [0.02, -0.04, 0.14], [0.31, 0.17, -0.17], [-0.07, -0.04, 0.05], [0.00, -0.03, 0.02], [0.00, -0.09, 0.00], [0.01, -0.05, -0.03], [0.02, -0.05, 0.04], [0.00, 0.03, 0.04], [0.00, -0.02, 0.04], [-0.01, 0.02, -0.05], [-0.02, -0.03, -0.09], [-0.02, 0.01, 0.01], [0.00, 0.02, 0.01], [-0.07, 0.07, -0.06], [0.00, 0.01, -0.01], [0.02, 0.00, -0.03], [0.00, 0.00, 0.00], [0.14, -0.04, -0.03], [-0.05, 0.08, 0.08], [-0.03, -0.05, -0.02], [0.03, 0.01, 0.01], [-0.01, 0.12, 0.06], [0.00, 0.03, 0.03], [-0.04, -0.02, -0.01], [-0.01, -0.01, 0.00], [0.00, -0.01, 0.00], [-0.14, 0.01, -0.01], [0.01, 0.01, -0.02], [0.00, 0.02, 0.01], [0.00, 0.03, -0.04], [0.00, 0.01, 0.02], [0.01, 0.03, 0.00], [0.00, 0.00, 0.00], [0.01, -0.01, 0.00], [-0.01, 0.00, -0.01], [0.00, 0.00, 0.03], [-0.01, 0.01, 0.00], [0.00, 0.00, 0.00], [0.00, 0.00, -0.01], [0.01, 0.00, 0.00], [0.00, 0.00, 0.00], [-0.01, 0.00, 0.00], [0.00, 0.00, 0.00], [0.01, -0.02, 0.01], [0.00, -0.02, -0.01], [0.00, 0.00, 0.01], [0.01, 0.00, -0.01], [0.01, 0.03, 0.03], [-0.03, 0.05, 0.01], [0.03, 0.01, 0.04], [-0.02, -0.05, -0.05], [0.00, -0.01, 0.00], [0.01, 0.01, 0.01], [-0.06, 0.00, -0.05], [-0.03, -0.01, 0.00], [-0.03, -0.02, 0.01], [0.00, 0.00, -0.01], [-0.02, 0.00, 0.01], [0.00, 0.01, -0.01], [0.01, 0.01, 0.00], [0.05, 0.05, -0.04], [0.05, 0.00, 0.02], [0.00, -0.02, -0.02], [0.00, 0.00, 0.01], [0.04, 0.03, 0.06], [0.12, 0.03, 0.18], [0.09, 0.03, -0.07], [0.00, 0.02, -0.01], [0.05, 0.02, 0.07], [0.01, 0.01, 0.01], [0.00, -0.01, -0.01], [0.01, -0.10, 0.02], [0.05, -0.09, 0.12], [-0.07, -0.16, -0.23], [-0.04, 0.04, -0.04], [0.05, 0.03, 0.04], [-0.03, 0.05, -0.02]], "mulliken_charge": [2.336, -1.477, 0.004, -0.859, 0.593, -2.621, 1.119, -2.500, 1.152, -3.376, -0.812, 0.915, -1.619, -1.679, 1.174, -1.605, -1.533, 0.434, -0.681, -0.904, -1.057, -0.382, 0.109, 1.133, -0.049, -0.285, -1.135, -0.860, -0.796, 0.808, -0.293, 0.077, -1.089, -0.895, -0.761, 0.867, 1.090, -3.003, -1.315, 0.858, -1.070, -1.730, 0.669, -1.683, -1.281, 0.660, -2.192, -1.506, 0.487, 0.313, 0.356, 0.579, 0.300, 0.692, -0.433, 1.026, 0.085, 1.466, 0.892, 1.024, 0.296, 0.508, 0.316, 0.105, 0.343, 0.535, 0.112, 0.315, 0.444, 0.459, 0.345, 0.663, 0.235, 0.492, 0.400, 0.465, 0.562, 0.585, 0.452, 0.443, 0.522, 0.553, 0.446, 0.415, 0.531, 1.010, 0.975, 0.251, 0.247, 0.708, -0.182, 0.329, 0.473, 0.482, 0.873, 0.367, 0.455, 0.374, 0.318, 0.026, 0.592, 0.773, 0.353, 0.418, 0.568, 0.120, 0.524, 0.400, 0.787, -1.151, 1.003, -0.133, -0.122, -0.126]}


Entry 3:
{"formula": "C4H10N2", "method": "ωB97M-V/def2-TZVPD", "smiles": "C=NCCCN", "total_energy_ha": -267.87427, "e_homo_ha": -0.348, "total_charge": 0, "multiplicity": 1, "elements": ["C", "C", "C", "C", "N", "N", "H", "H", "H", "H", "H", "H", "H", "H", "H", "H"], "coordinates": [[1.506300, -0.149777, -0.225210], [0.435669, 0.658907, 0.495816], [-0.990932, 0.351502, 0.071455], [-2.648304, -1.163317, 0.658996], [-1.414810, -0.961689, 0.525466], [2.435666, 0.736643, -0.979495], [2.059002, -0.781219, 0.471221], [1.027656, -0.845701, -0.918316], [0.646045, 1.732980, 0.433018], [0.493162, 0.502433, 1.573094], [-1.707416, 1.127242, 0.364223], [-1.023790, 0.335880, -1.032509], [-3.053183, -2.125560, 0.944393], [-3.373807, -0.340402, 0.512567], [3.363119, 0.325474, -0.922162], [2.245623, 0.596604, -1.972557]], "forces_ev_per_a": [[0.04, 0.12, -0.40], [-0.25, 0.45, 0.93], [0.02, 0.15, -0.72], [-0.24, 0.84, 0.03], [0.08, -0.49, -0.16], [0.24, -0.82, -0.39], [0.07, 0.19, 0.04], [-0.13, -0.08, 0.08], [-0.03, -0.18, -0.54], [0.00, -0.31, 0.15], [0.08, 0.07, 0.22], [0.02, -0.07, 0.22], [0.16, -0.20, 0.07], [0.04, -0.28, -0.01], [0.10, 0.22, 0.29], [-0.21, 0.40, 0.17]], "mulliken_charge": [-0.415, -0.707, -0.706, -0.273, -0.357, -0.657, 0.292, 0.351, 0.410, 0.264, 0.525, 0.305, 0.272, 0.213, 0.244, 0.240]}